Entry 1:
An isolated ion of composition C4H7N2 and charge +1 in a non-equilibrium geometry. Source: the OMol25 dataset; level of theory: wB97M-V/def2-TZVPD.

Lowest unoccupied orbital energy = -5.5 eV
Net charge = +1
Molecular weight = 83.1 g mol⁻¹
HOMO energy = -15.47 eV
Energy above the lowest of the compared OMol25 structures with the same formula, charge and spin = 110.2 kcal per mole

Element x y z (Å)
H 1.631 1.203 1.091
H 0.864 2.478 -0.069
N -1.155 0.757 -0.313
C 0.087 -0.902 1.004
H 0.892 -0.841 1.684
C 1.069 1.361 0.180
H 1.803 1.320 -0.734
C -0.059 0.374 0.210
H -4.248 -0.332 -1.237
H 0.057 -1.809 0.392
H -0.750 -1.017 1.672
N -2.328 0.210 -0.366
C -3.419 -0.096 -0.725

Entry 2:
C6H10O as an isolated structure in a non-equilibrium geometry. Source: the OMol25 dataset; level of theory: wB97M-V/def2-TZVPD.

Lowest unoccupied orbital energy = 1.1 eV
Molecular weight = 98.1 g mol⁻¹
HOMO energy = -9.97 eV
Energy above the lowest of the compared OMol25 structures with the same formula, charge and spin = 85.8 kcal per mole

Element x y z (Å)
H 2.345 1.089 -0.233
C -0.014 -0.269 0.673
H -1.747 -0.287 -1.478
H 1.211 1.393 -1.556
H -2.958 -2.503 0.991
O 1.178 -0.942 0.887
C -1.254 -1.070 0.660
H -0.630 0.971 2.305
H 0.745 1.609 1.404
H 2.531 0.175 -1.700
C -2.135 -1.852 0.897
C 0.850 -0.442 -0.518
C 1.784 0.617 -1.040
C -0.209 1.096 1.308
H -0.886 1.696 0.701
H -1.555 0.060 -2.177
H 0.744 -1.340 -1.125

Entry 3:
C4H4Br2 as an isolated structure in a non-equilibrium geometry. Source: the OMol25 dataset; level of theory: wB97M-V/def2-TZVPD.

Lowest unoccupied orbital energy (spin up / spin down) = 0.6 / -2.6 eV
Molecular weight = 211.9 g mol⁻¹
HOMO energy (spin up / spin down) = -5.87 / -10.20 eV
Multiplicity = 3
Energy above the lowest of the compared OMol25 structures with the same formula, charge and spin = 21.0 kcal per mole
Expectation value of S² = 2.0076

Element x y z (Å)
Br -2.035 1.680 -0.112
C 1.130 -0.191 0.397
H -0.124 0.225 2.148
H 0.434 -0.874 -1.699
H 2.127 -0.378 0.647
C -0.894 0.040 -0.061
C 0.013 0.058 1.126
H 0.816 0.996 -1.477
Br -1.934 -1.539 -0.052
C 0.467 -0.017 -0.916

Entry 4:
A 2-piece molecular cluster, C4H6N2O overall. Source: the OMol25 dataset; level of theory: wB97M-V/def2-TZVPD.

Lowest unoccupied orbital energy (spin up / spin down) = 0.4 / 0.4 eV
Molecular weight = 98.1 g mol⁻¹
HOMO energy (spin up / spin down) = -8.84 / -8.84 eV
Energy above the lowest of the compared OMol25 structures with the same formula, charge and spin = 156.3 kcal per mole

Element x y z (Å)
C -1.235 0.878 2.218
H -2.570 -0.954 2.359
N -0.514 -0.394 -0.392
O 1.393 0.927 -0.619
H -0.618 1.747 2.173
H -2.200 -1.092 -0.656
H 2.112 -0.909 -1.290
N -1.342 -1.290 -0.126
H 1.352 0.137 -2.538
C 0.257 0.514 -0.102
C -1.945 -0.095 2.266
C 1.984 0.118 -1.645
H 2.954 0.569 -1.858

| no. | E (Ha) |
| --- | --- |
| 1 | -265.73286 |
| 2 | -309.70565 |
| 3 | -5302.61986 |
| 4 | -340.54590 |